[1]
C6H12N2O | ωB97M-V/def2-TZVPD

Computed properties:
- SMILES string: C[C@@]1(CCN)CN1C=O
- ΔE to the lowest compared entry with this formula, charge and spin: 3.1959 eV
- Molecular weight: 128.2 g mol⁻¹
- Gap between HOMO and LUMO: 0.3876 hartree
- Lowest unoccupied orbital energy: 0.9 eV

Bonds (Å) are listed after each position.
Cartesian coordinates (Å):
1 C -1.0040 -1.8408 0.6914  C2 1.538, H10 1.075, H11 1.089, H12 1.125
2 C -0.2407 -0.5061 0.7224  C1 1.538, C3 1.544, C6 1.651, N7 1.476
3 C -0.8342 0.8051 0.1636  C2 1.544, C4 1.557, H13 1.159, H14 1.181
4 C -1.0621 0.9339 -1.3715  C3 1.557, N5 1.533, H15 1.041, H16 1.145
5 N -2.4625 0.4254 -1.7307  C4 1.533, H17 1.034, H18 1.172
6 C 0.6382 -0.1954 2.0845  C2 1.651, N7 1.454, H19 1.110, H20 1.146
7 N 1.2340 -0.5062 0.7953  C2 1.476, C6 1.454, C8 1.373
8 C 2.1561 0.2098 0.0719  N7 1.373, O9 1.229, H21 1.134
9 O 2.3041 0.5799 -1.0911  C8 1.229
10 H -0.9204 -2.1657 -0.3304  C1 1.075
11 H -0.5882 -2.6303 1.3149  C1 1.089
12 H -2.0555 -1.5685 0.9846  C1 1.125
13 H -0.0247 1.5308 0.5663  C3 1.159
14 H -1.9325 1.0110 0.5446  C3 1.181
15 H -0.2877 0.6491 -2.0068  C4 1.041
16 H -1.2678 2.0482 -1.5328  C4 1.145
17 H -2.5161 -0.6055 -1.7928  N5 1.034
18 H -2.5265 0.8508 -2.8209  N5 1.172
19 H 0.7982 -0.9481 2.8845  C6 1.110
20 H 0.6269 0.8975 2.4289  C6 1.146
21 H 2.9407 0.4178 0.8634  C8 1.134



[2]
C6H12N2O | ωB97M-V/def2-TZVPD

Computed properties:
- ΔE to the lowest compared entry with this formula, charge and spin: 3.8161 eV
- Molecular weight: 128.2 g mol⁻¹
- Gap between HOMO and LUMO (spin up / spin down): 0.3190 / 0.3191 hartree
- Lowest unoccupied orbital energy (spin up / spin down): -0.1 / -0.1 eV

Bonds (Å) are listed after each position.
Cartesian coordinates (Å):
1 C -0.9903 -0.6558 0.1102  C2 1.484, C4 1.485, H11 1.084
2 C -1.4723 0.7108 0.4321  C1 1.484, C6 1.549, H14 1.092, H15 1.094
3 C 1.9530 -0.8536 -1.2296  N5 1.457, H16 1.091, H17 1.088, H18 1.097
4 C -1.1142 -1.8073 1.0395  C1 1.485, H19 1.087, H20 1.100, H21 1.092
5 N 0.9759 0.2133 -1.0532  C3 1.457, C7 1.483, H10 1.017
6 C -0.3124 1.7168 0.2287  C2 1.549, C7 1.535, N8 1.257
7 C 0.9816 0.8919 0.2658  N5 1.483, C6 1.535, O9 1.329, H13 1.105
8 N -0.3691 2.9629 0.0726  C6 1.257, H12 1.021
9 O 0.8694 -0.0305 1.2163  C7 1.329
10 H 0.9760 0.8684 -1.8315  N5 1.017
11 H -1.1189 -0.9338 -0.9299  C1 1.084
12 H -1.3237 3.3259 0.0687  N8 1.021
13 H 1.8498 1.5685 0.3691  C7 1.105
14 H -1.7662 0.7704 1.4819  C2 1.092
15 H -2.3028 1.0092 -0.2140  C2 1.094
16 H 1.6983 -1.4491 -2.1073  C3 1.091
17 H 1.9242 -1.4866 -0.3453  C3 1.088
18 H 2.9743 -0.4694 -1.3385  C3 1.097
19 H -0.9993 -1.4996 2.0751  C4 1.087
20 H -2.0844 -2.2986 0.8724  C4 1.100
21 H -0.3488 -2.5539 0.8168  C4 1.092



[3]
C6H12N2O | ωB97M-V/def2-TZVPD

Computed properties:
- SMILES string: Cc1cnc[nH]1.COC
- ΔE to the lowest compared entry with this formula, charge and spin: 0.9981 eV
- Molecular weight: 128.2 g mol⁻¹
- Gap between HOMO and LUMO: 0.3308 hartree
- Lowest unoccupied orbital energy: 0.7 eV

Bonds (Å) are listed after each position.
Cartesian coordinates (Å):
1 C -0.0410 2.0638 -0.9741  C2 1.492, H7 1.103, H8 1.103, H9 1.103
2 C 1.3293 1.6987 -0.5114  C1 1.492, C3 1.380, N6 1.376
3 C 2.5393 2.3609 -0.5643  C2 1.380, N4 1.376, H10 1.090
4 N 3.5466 1.6131 0.0006  C3 1.376, C5 1.322
5 C 2.9599 0.4970 0.3988  N4 1.322, N6 1.366, H11 1.090
6 N 1.6251 0.5070 0.1101  C2 1.376, C5 1.366, H12 1.023
7 H -0.0017 3.0651 -1.4350  C1 1.103
8 H -0.7519 2.0921 -0.1313  C1 1.103
9 H -0.4129 1.3457 -1.7242  C1 1.103
10 H 2.7303 3.3476 -0.9861  C3 1.090
11 H 3.4456 -0.3428 0.8958  C5 1.090
12 H 0.9598 -0.2414 0.3192  N6 1.023
13 C -1.7269 -2.4829 -0.5130  O14 1.414, H16 1.103, H17 1.103, H18 1.103
14 O -1.1569 -1.9731 0.6760  C13 1.414, C15 1.414
15 C -2.1664 -1.5155 1.5536  O14 1.414, H19 1.103, H20 1.103, H21 1.103
16 H -0.9022 -2.8251 -1.1607  C13 1.103
17 H -2.3006 -1.7106 -1.0524  C13 1.103
18 H -2.3930 -3.3384 -0.3101  C13 1.103
19 H -2.7588 -0.7018 1.1026  C15 1.103
20 H -2.8512 -2.3296 1.8449  C15 1.103
21 H -1.6724 -1.1297 2.4612  C15 1.103



[4]
C6H12N2O | ωB97M-V/def2-TZVPD

Computed properties:
- SMILES string: NCCC[C@H]1CN1C=O
- ΔE to the lowest compared entry with this formula, charge and spin: 2.0826 eV
- Molecular weight: 128.2 g mol⁻¹
- Gap between HOMO and LUMO: 0.3776 hartree
- Lowest unoccupied orbital energy: 1.0 eV

Bonds (Å) are listed after each position.
Cartesian coordinates (Å):
1 N 1.1939 -1.8621 0.2695  C2 1.487, H10 0.993, H11 1.032
2 C 1.7774 -0.8211 -0.6171  N1 1.487, C3 1.496, H12 1.139, H13 1.110
3 C 1.7143 0.4987 0.0853  C2 1.496, C4 1.547, H14 1.160, H15 1.123
4 C 0.4811 1.4284 -0.0120  C3 1.547, C5 1.518, H16 1.160, H17 1.079
5 C -0.8701 0.8385 0.3480  C4 1.518, C6 1.477, N7 1.435, H18 1.130
6 C -2.1894 1.3166 -0.1119  C5 1.477, N7 1.485, H19 1.063, H20 1.078
7 N -1.6151 0.0265 -0.5716  C5 1.435, C6 1.485, C8 1.414
8 C -2.1617 -1.1617 -0.0340  N7 1.414, O9 1.229, H21 1.080
9 O -3.3698 -1.3844 -0.0169  C8 1.229
10 H 0.9663 -2.7085 -0.1974  N1 0.993
11 H 1.8454 -2.0278 1.0522  N1 1.032
12 H 2.8688 -1.1247 -0.7333  C2 1.139
13 H 1.2116 -0.7723 -1.5710  C2 1.110
14 H 1.9423 0.3829 1.2170  C3 1.160
15 H 2.5153 1.2274 -0.2110  C3 1.123
16 H 0.6744 2.3320 0.6892  C4 1.160
17 H 0.4366 1.8206 -1.0159  C4 1.079
18 H -0.7690 0.4331 1.3978  C5 1.130
19 H -2.2035 2.1355 -0.7891  C6 1.063
20 H -3.0078 1.3429 0.5886  C6 1.078
21 H -1.4408 -1.9204 0.2333  C8 1.080



[5]
C6H12N2O2 | ωB97M-V/def2-TZVPD

Computed properties:
- SMILES string: CC1=CCCNC(=O)N1.O
- ΔE to the lowest compared entry with this formula, charge and spin: 0.7207 eV
- Molecular weight: 144.2 g mol⁻¹
- Gap between HOMO and LUMO: 0.3382 hartree
- Lowest unoccupied orbital energy: 0.6 eV

Bonds (Å) are listed after each position.
Cartesian coordinates (Å):
1 C 1.3106 3.7561 -3.0012  C2 1.504, H10 1.101, H11 1.101, H12 1.095
2 C 1.0936 2.7579 -1.8973  C1 1.504, C3 1.344, N9 1.407
3 C -0.1291 2.3022 -1.5740  C2 1.344, C4 1.501, H13 1.091
4 C -0.4559 1.2674 -0.5366  C3 1.501, C5 1.521, H14 1.103, H15 1.099
5 C 0.6048 0.1820 -0.4293  C4 1.521, N6 1.455, H16 1.096, H17 1.101
6 N 1.8620 0.5986 0.1732  C5 1.455, C7 1.396, H18 1.013
7 C 2.6837 1.6719 -0.1747  N6 1.396, O8 1.240, N9 1.385
8 O 3.6079 1.9982 0.5842  C7 1.240
9 N 2.2506 2.5935 -1.1139  C2 1.407, C7 1.385, H19 1.012
10 H 1.3260 4.7832 -2.6044  C1 1.101
11 H 2.2840 3.5848 -3.4861  C1 1.101
12 H 0.5145 3.6834 -3.7497  C1 1.095
13 H -0.9524 2.6615 -2.1936  C3 1.091
14 H -0.6086 1.7223 0.4561  C4 1.103
15 H -1.4077 0.7876 -0.8055  C4 1.099
16 H 0.2312 -0.6527 0.1755  C5 1.096
17 H 0.8243 -0.2228 -1.4291  C5 1.101
18 H 2.0251 0.2769 1.1196  N6 1.013
19 H 2.9744 3.2811 -1.2820  N9 1.012
20 O 3.7414 -0.2688 -1.9543  H21 1.068, H22 0.963
21 H 3.0269 -0.5872 -1.2277  O20 1.068
22 H 3.2122 0.0577 -2.6896  O20 0.963



[6]
C6H12N2O2 | ωB97M-V/def2-TZVPD

Computed properties:
- SMILES string: OC=[N+]=CO[C@H]1CC[NH2+]C1
- ΔE to the lowest compared entry with this formula, charge and spin: 0.0000 eV
- Total charge: +2
- Molecular weight: 144.2 g mol⁻¹
- Gap between HOMO and LUMO: 0.4310 hartree
- Lowest unoccupied orbital energy: -7.2 eV

Bonds (Å) are listed after each position.
Cartesian coordinates (Å):
1 O 0.6971 -4.1709 -3.1171  C2 1.254, H11 0.979
2 C 0.4699 -2.9378 -3.0843  O1 1.254, N3 1.356, H12 1.088
3 N 0.2926 -2.1832 -1.9713  C2 1.356, C4 1.305
4 C 0.5153 -1.3988 -0.9522  N3 1.305, O5 1.396, H13 1.103
5 O -0.2742 -0.7667 0.0094  C4 1.396, C6 1.422
6 C 0.2140 0.0956 1.0291  O5 1.422, C7 1.544, C10 1.542, H14 1.093
7 C 0.8280 1.4086 0.4974  C6 1.544, C8 1.530, H15 1.092, H16 1.089
8 C -0.0758 2.5183 1.0382  C7 1.530, N9 1.486, H17 1.091, H18 1.089
9 N -1.3985 1.8536 1.1657  C8 1.486, C10 1.482, H19 1.028, H20 1.029
10 C -1.0714 0.5356 1.7588  C6 1.542, N9 1.482, H21 1.090, H22 1.090
11 H 0.8147 -4.6748 -2.2862  O1 0.979
12 H 0.3725 -2.4247 -4.0388  C2 1.088
13 H 1.5812 -1.1621 -0.7939  C4 1.103
14 H 0.8850 -0.4603 1.6892  C6 1.093
15 H 0.8215 1.4048 -0.5943  C7 1.092
16 H 1.8570 1.5471 0.8251  C7 1.089
17 H 0.2446 2.8349 2.0318  C8 1.091
18 H -0.1179 3.3899 0.3865  C8 1.089
19 H -2.0609 2.3937 1.7365  N9 1.028
20 H -1.8262 1.7290 0.2385  N9 1.029
21 H -1.8731 -0.1870 1.6043  C10 1.090
22 H -0.8954 0.6552 2.8277  C10 1.090



| no. | E (hartree) |
| --- | --- |
| 1 | -420.46645 |
| 2 | -420.44366 |
| 3 | -420.54722 |
| 4 | -420.50736 |
| 5 | -495.81104 |
| 6 | -495.14288 |